# C32H76BrNO15S

A 15-piece molecular cluster, C32H76BrNO15S overall (the ωB97M-V functional and the def2-TZVPD basis, OMol25).

Each line ends with the Mulliken charge.
Cartesian coordinates (Å):
1 C -3.81 2.27 0.70  -0.68
2 C -5.14 1.92 1.41  -0.70
3 C -5.41 0.41 1.56  -0.48
4 C -5.19 -0.18 2.96  -0.96
5 C -4.00 -1.15 3.11  -1.59
6 C -2.76 -0.59 2.48  0.70
7 C -2.06 0.43 3.13  -1.17
8 C -0.91 0.97 2.56  -0.74
9 C -0.43 0.54 1.31  0.54
10 C 0.83 1.19 0.77  -0.11
11 C 1.97 1.15 1.82  0.11
12 C 2.21 2.48 2.56  -1.21
13 Br 3.68 0.58 1.00  -0.07
14 C -1.13 -0.47 0.64  -1.71
15 C -2.27 -1.03 1.25  1.50
16 S -3.10 -2.36 0.43  -0.43
17 C -2.85 -1.88 -1.24  1.00
18 C -3.86 -2.20 -2.15  -0.68
19 C -3.67 -1.88 -3.49  -1.03
20 C -2.51 -1.23 -3.88  -0.92
21 C -1.51 -0.86 -2.97  0.61
22 C -0.31 -0.17 -3.57  -0.88
23 C 0.32 1.02 -2.85  0.79
24 C 1.25 1.80 -3.79  -1.47
25 C 2.68 1.23 -3.78  0.21
26 C 3.21 0.75 -5.13  -0.93
27 C 4.17 -0.42 -5.02  -0.94
28 C 5.44 -0.11 -4.22  -0.80
29 C 5.29 -0.33 -2.69  0.46
30 C 6.42 -1.12 -2.00  -1.11
31 C 6.04 -2.57 -1.72  -0.34
32 C 5.48 -3.34 -2.93  -0.09
33 O 5.80 -4.72 -2.90  -0.51
34 C 5.35 -5.31 -1.69  -0.53
35 C -1.68 -1.21 -1.62  -0.64
36 N -0.68 -0.92 -0.64  0.93
37 H -3.98 2.91 -0.17  0.34
38 H -3.28 1.39 0.36  0.06
39 H -3.14 2.82 1.36  0.17
40 H -5.95 2.35 0.83  0.41
41 H -5.16 2.39 2.39  0.32
42 H -4.87 -0.15 0.80  0.06
43 H -6.47 0.27 1.32  0.52
44 H -4.99 0.66 3.64  0.38
45 H -6.10 -0.67 3.31  0.55
46 H -3.81 -1.27 4.18  0.55
47 H -4.29 -2.11 2.69  0.45
48 H -2.42 0.78 4.09  0.93
49 H -0.40 1.75 3.10  0.42
50 H 0.59 2.24 0.61  0.52
51 H 1.15 0.74 -0.15  -0.80
52 H 1.76 0.37 2.56  0.48
53 H 3.23 2.83 2.46  0.43
54 H 2.04 2.33 3.63  0.08
55 H 1.52 3.25 2.24  0.44
56 H -4.75 -2.70 -1.80  0.49
57 H -4.44 -2.13 -4.21  0.41
58 H -2.38 -0.99 -4.93  0.42
59 H 0.46 -0.92 -3.79  0.25
60 H -0.64 0.19 -4.55  0.41
61 H 0.92 0.63 -2.03  -0.89
62 H -0.46 1.66 -2.44  0.61
63 H 0.85 1.77 -4.81  0.56
64 H 1.27 2.84 -3.47  0.38
65 H 3.37 1.97 -3.36  0.50
66 H 2.71 0.38 -3.09  -0.19
67 H 3.70 1.57 -5.66  0.28
68 H 2.36 0.45 -5.75  0.47
69 H 3.66 -1.27 -4.56  0.36
70 H 4.47 -0.73 -6.03  0.38
71 H 5.71 0.94 -4.38  0.29
72 H 6.28 -0.69 -4.59  0.56
73 H 4.36 -0.85 -2.50  -0.37
74 H 5.23 0.65 -2.22  0.51
75 H 6.58 -0.65 -1.03  0.05
76 H 7.37 -1.05 -2.54  0.49
77 H 6.89 -3.11 -1.30  0.57
78 H 5.26 -2.51 -0.95  0.10
79 H 4.39 -3.22 -2.96  0.09
80 H 5.91 -2.89 -3.83  0.26
81 H 4.46 -4.81 -1.31  0.10
82 H 5.13 -6.36 -1.88  0.27
83 H 6.15 -5.26 -0.94  0.27
84 H -0.08 -1.74 -0.51  0.12
85 O -7.73 1.79 3.93  -0.62
86 H -7.97 1.28 3.15  0.32
87 H -7.59 1.13 4.62  0.30
88 O -8.97 1.72 1.14  -0.60
89 H -9.33 2.52 1.54  0.30
90 H -9.62 1.47 0.46  0.28
91 O -4.19 -3.77 4.94  -0.61
92 H -3.43 -3.69 4.35  0.31
93 H -4.21 -4.70 5.19  0.31
94 O 0.64 2.52 5.55  -0.57
95 H 1.37 2.63 6.17  0.31
96 H 0.09 1.82 5.95  0.27
97 O -1.43 -5.65 0.73  -0.66
98 H -0.76 -5.44 0.08  0.30
99 H -1.97 -4.86 0.80  0.36
100 O 3.56 4.16 -0.11  -0.60
101 H 4.30 4.21 -0.72  0.29
102 H 3.50 3.22 0.12  0.27
103 O -3.72 5.51 0.59  -0.61
104 H -3.52 6.04 1.37  0.30
105 H -3.05 5.77 -0.06  0.31
106 O 7.20 2.70 -4.81  -0.62
107 H 7.16 3.13 -5.67  0.30
108 H 8.13 2.62 -4.61  0.30
109 O -0.33 -0.03 6.51  -0.64
110 H -0.58 -0.42 5.67  0.32
111 H -0.09 -0.77 7.07  0.30
112 O 2.70 -3.17 -1.04  -0.52
113 H 2.41 -2.39 -0.56  0.19
114 H 2.01 -3.31 -1.69  0.28
115 O 7.42 0.32 1.50  -0.63
116 H 7.46 0.16 2.45  0.31
117 H 6.54 0.68 1.35  0.25
118 O -3.83 0.77 5.86  -0.57
119 H -3.11 0.89 6.49  0.27
120 H -4.44 0.18 6.31  0.29
121 O -9.98 1.37 -1.79  -0.62
122 H -10.01 0.53 -2.27  0.31
123 H -9.40 1.93 -2.31  0.32
124 O 2.63 -0.24 4.97  -0.65
125 H 3.17 0.20 4.31  0.32
126 H 1.96 0.40 5.22  0.34

E_tot   -5420.4453 a.u.
Total charge   0
Orbital gap   8.15 eV
E_HOMO   -8.176 eV
Energy relative to the best compared isomer or geometry (same formula, charge and spin)   0.00 kJ/mol
Maximum force   0.014 hartree/bohr